Entry 1:
{"formula": "C10H29O5", "method": "ωB97M-V/def2-TZVPD", "e_lumo_ev": 2.5, "charge": -1, "homo_energy_ev": -2.921, "orbital_gap_ha": 0.1995, "elements": ["O", "H", "H", "H", "C", "C", "C", "O", "H", "H", "H", "H", "H", "H", "H", "C", "C", "C", "O", "H", "H", "H", "H", "H", "H", "H", "C", "C", "O", "H", "H", "H", "H", "H", "H", "C", "C", "O", "H", "H", "H", "H", "H", "H"], "coordinates": [[-0.159544, -0.247235, -0.525031], [-0.586384, -0.974095, -0.065591], [0.667696, -0.575525, -0.884901], [0.060676, 0.416265, 0.132899], [0.791956, 3.775805, 2.082559], [0.623436, 2.647945, 1.012209], [1.704026, 2.760555, -0.041971], [0.408536, 1.335815, 1.567689], [0.944996, 4.696685, 1.519829], [1.547476, 3.557535, 2.837299], [-0.110334, 3.990405, 2.655199], [-0.296564, 2.944245, 0.508319], [1.672636, 2.025295, -0.846031], [2.603616, 2.677505, 0.567889], [1.648196, 3.744995, -0.506591], [-1.463054, -3.928615, 2.699909], [-1.163404, -2.872155, 1.555189], [-1.805114, -3.390165, 0.222629], [-1.478764, -1.514935, 1.803479], [-1.030284, -3.850135, 3.697229], [-1.162234, -4.918405, 2.356529], [-2.529274, -4.040795, 2.896659], [-0.090444, -2.903805, 1.365859], [-2.890424, -3.350525, 0.315549], [-1.599424, -4.460495, 0.208909], [-1.716484, -2.764545, -0.665541], [2.665766, -2.577935, 0.503979], [3.185816, -1.652105, -0.587201], [1.999756, -1.313075, -1.313661], [3.555936, -2.970845, 0.995229], [2.213336, -3.523045, 0.203699], [2.024726, -2.058055, 1.215949], [3.936946, -2.038625, -1.276041], [3.575766, -0.714995, -0.189861], [2.045476, -1.809345, -2.134171], [-2.908204, 3.043355, -2.326711], [-1.612594, 2.744545, -3.079421], [-1.135884, 1.422775, -2.882131], [-3.771344, 2.435635, -2.598311], [-3.257384, 4.075905, -2.331731], [-2.722224, 2.812515, -1.277791], [-0.823354, 3.356295, -2.642431], [-1.708374, 3.160325, -4.082441], [-1.855694, 0.825065, -2.667131]], "atomic_forces_ev_per_a": [[-1.3, -0.6, -2.6], [-1.3, -0.9, 2.0], [1.3, -0.5, -0.5], [0.6, 2.7, 3.8], [-0.3, -0.4, -0.5], [-1.8, -1.7, 1.5], [0.5, 0.2, 0.7], [1.0, 1.7, -2.2], [0.6, 0.3, 0.2], [0.4, 0.1, -0.3], [-0.3, -0.5, -0.1], [-0.7, 0.2, -0.4], [-0.1, -0.3, 0.2], [0.7, -0.1, -0.6], [0.2, 0.2, -0.1], [-0.4, -0.1, -0.7], [-0.7, 2.3, 0.3], [-1.2, -0.3, 1.7], [0.2, -2.2, -1.0], [0.5, 0.8, -0.2], [0.2, -0.3, -0.2], [-0.3, 0.3, -0.2], [0.8, -0.6, 0.1], [-0.4, 0.0, 0.5], [0.4, -0.1, -1.1], [1.1, -0.3, -0.2], [1.9, -0.6, 0.5], [-1.3, 0.0, 0.7], [0.4, 0.2, -1.6], [0.2, 0.2, 0.8], [-0.5, 0.4, -0.7], [0.1, 0.0, -0.1], [0.0, -0.4, 0.1], [0.0, -0.1, 0.3], [-0.4, 0.1, -0.1], [0.1, -0.4, 1.0], [-0.2, 1.1, 1.1], [-0.2, 0.2, -0.9], [0.1, -0.2, -0.4], [0.4, 0.1, -0.4], [0.0, 0.0, 0.2], [0.0, 0.2, 0.2], [0.1, -1.0, -0.7], [-0.2, 0.1, 0.0]], "mulliken_charge": [0.07, 0.24, 0.44, 0.16, -1.58, 0.99, -1.27, -0.93, 0.37, 0.37, 0.38, -0.24, 0.31, 0.32, 0.34, -1.54, 1.09, -1.20, -0.90, 0.36, 0.36, 0.37, -0.41, 0.31, 0.25, 0.37, -1.05, -0.31, -0.50, 0.41, 0.30, 0.29, 0.34, 0.22, 0.23, -1.23, -0.09, -0.43, 0.37, 0.36, 0.31, 0.19, 0.27, 0.28]}

***

Entry 2:
{"formula": "C10H30BrO10", "method": "ωB97M-V/def2-TZVPD", "e_lumo_ev": 2.7, "charge": -1, "homo_energy_ev": -6.736, "orbital_gap_ha": 0.3466, "elements": ["Br", "C", "C", "O", "O", "H", "H", "H", "H", "H", "H", "C", "C", "O", "O", "H", "H", "H", "H", "H", "H", "C", "C", "O", "O", "H", "H", "H", "H", "H", "H", "C", "C", "O", "O", "H", "H", "H", "H", "H", "H", "C", "C", "O", "O", "H", "H", "H", "H", "H", "H"], "coordinates": [[0.394072, 0.163006, 0.354908], [-2.293258, -1.733802, 4.783484], [-1.457340, -0.844398, 3.922224], [-1.570070, -1.202142, 2.560379], [-3.674640, -1.797432, 4.522651], [-2.120885, -1.348855, 5.805450], [-1.870401, -2.729012, 4.950228], [-0.387366, -0.995538, 4.152981], [-1.540862, 0.227100, 4.154568], [-0.972602, -0.682002, 1.991139], [-4.209910, -1.402322, 5.208000], [-2.314476, -1.939139, -3.744793], [-2.133130, -1.084756, -2.522387], [-1.951861, -1.828989, -1.346962], [-3.463587, -2.791206, -3.671981], [-1.492329, -2.620794, -3.982539], [-2.345576, -1.320009, -4.654954], [-2.949019, -0.359791, -2.449576], [-1.216073, -0.519520, -2.748488], [-1.140863, -1.535506, -0.913063], [-4.242973, -2.230033, -3.740699], [-1.044399, 3.642623, 0.234895], [-1.950901, 3.399650, -1.022007], [-2.248209, 2.061356, -1.271349], [-1.437737, 2.764700, 1.277211], [-1.298009, 4.629286, 0.623721], [0.021670, 3.537854, 0.024419], [-1.443083, 3.864569, -1.879166], [-2.804408, 4.045177, -0.810121], [-1.531279, 1.492622, -0.948483], [-1.043306, 1.888476, 1.116767], [2.891979, -2.470776, 0.649734], [4.081417, -3.205375, 1.230520], [5.286152, -3.144779, 0.444953], [1.850638, -2.565521, 1.609403], [2.671582, -2.838768, -0.361809], [3.080295, -1.387963, 0.615274], [3.859917, -4.195893, 1.618893], [4.344810, -2.595786, 2.109533], [5.356219, -2.216580, 0.194022], [1.180023, -1.896068, 1.389721], [2.827600, 2.529177, -1.243561], [1.797898, 2.590857, -2.372814], [2.436834, 2.778441, -3.609785], [3.324124, 1.198135, -1.076688], [2.386967, 2.827370, -0.290350], [3.646962, 3.186188, -1.540115], [1.125433, 3.429560, -2.135298], [1.186878, 1.688793, -2.262525], [1.794474, 2.812223, -4.321110], [2.602619, 0.725576, -0.624442]], "atomic_forces_ev_per_a": [[0.1, 0.1, -0.3], [0.4, 0.3, 2.4], [1.8, 0.0, -1.1], [-0.7, 0.2, -0.1], [-0.2, -0.3, -0.9], [-0.2, 0.3, -0.1], [-0.2, -0.3, -1.1], [-0.2, -0.4, 0.7], [-0.9, 0.0, -0.4], [-0.2, -0.1, 0.4], [0.3, 0.2, 0.2], [-0.4, -0.8, -0.8], [1.2, 0.2, -0.5], [-0.2, -0.3, 0.0], [0.0, 0.2, -0.3], [0.2, 0.0, 0.7], [-0.3, 0.3, 0.2], [-0.1, -0.1, 0.2], [-0.1, 0.3, 0.2], [-0.1, 0.1, 0.1], [0.0, -0.1, 0.1], [-1.1, -0.9, 0.0], [1.5, 1.2, 0.8], [-0.4, -0.1, -0.1], [0.2, 0.1, 0.1], [0.5, 0.2, -0.2], [0.1, 0.1, -0.1], [0.0, 0.0, -0.1], [-0.7, -0.8, -0.3], [0.0, 0.1, 0.0], [0.0, 0.2, 0.0], [-0.2, 0.5, 0.2], [1.0, 1.8, 1.3], [-0.8, -0.5, -0.4], [-0.3, -0.7, -0.3], [-0.4, 0.0, 0.2], [0.6, -0.2, -0.6], [0.1, -0.3, -0.7], [-0.4, -0.4, 0.3], [0.2, -0.1, -0.1], [0.2, -0.1, 0.0], [-0.1, -0.8, -0.6], [-0.6, 0.5, 1.5], [0.4, -0.2, -0.3], [0.1, 0.3, 0.0], [-0.1, 0.4, -0.1], [0.2, -0.1, 0.3], [0.0, 0.1, -0.2], [0.1, -0.1, -0.5], [-0.2, -0.1, 0.1], [0.2, -0.1, -0.1]], "mulliken_charge": [-0.66, -0.56, -0.18, -0.38, -0.51, 0.33, 0.27, 0.24, 0.29, 0.20, 0.30, -0.70, 0.28, -0.48, -0.53, 0.31, 0.31, 0.25, -0.02, 0.34, 0.30, -0.08, -0.24, -0.45, -0.53, 0.36, -0.15, 0.27, 0.33, 0.24, 0.16, 0.09, -0.60, -0.56, -0.54, 0.22, 0.09, 0.37, 0.29, 0.31, 0.25, -0.49, 0.49, -0.58, -0.56, 0.25, 0.37, 0.09, -0.10, 0.31, 0.01]}

***

Entry 3:
{"formula": "C10H30BrO5", "method": "ωB97M-V/def2-TZVPD", "e_lumo_ev": 3.2, "charge": -1, "homo_energy_ev": -5.938, "orbital_gap_ha": 0.3353, "elements": ["Br", "C", "C", "O", "H", "H", "H", "H", "H", "H", "C", "C", "O", "H", "H", "H", "H", "H", "H", "C", "C", "O", "H", "H", "H", "H", "H", "H", "C", "C", "O", "H", "H", "H", "H", "H", "H", "C", "C", "O", "H", "H", "H", "H", "H", "H"], "coordinates": [[0.699793, -0.949151, -0.054946], [1.580950, 2.775564, 2.180334], [1.860293, 1.686921, 3.207598], [1.076160, 0.534024, 2.961985], [2.344549, 3.550531, 2.320192], [0.592785, 3.215667, 2.293436], [1.689907, 2.381842, 1.169191], [1.649386, 2.020754, 4.225984], [2.907278, 1.350548, 3.205602], [1.190648, 0.250964, 2.038334], [-1.271567, -4.648433, -1.610774], [-0.135327, -4.927712, -0.626989], [-0.313297, -4.078419, 0.502914], [-2.224914, -4.616370, -1.091371], [-1.285442, -5.400841, -2.409243], [-1.109700, -3.677359, -2.085418], [0.849970, -4.888180, -1.098102], [-0.285113, -5.929186, -0.209764], [0.016358, -3.181970, 0.283522], [-3.392852, -2.295676, 1.366366], [-2.903242, -1.072735, 2.142046], [-1.499244, -1.221120, 2.411956], [-3.231360, -3.198167, 1.953203], [-2.792350, -2.341099, 0.459570], [-4.454013, -2.205695, 1.114245], [-3.388821, -0.929862, 3.107581], [-3.011378, -0.169963, 1.532064], [-1.071030, -1.046422, 1.550271], [4.062853, 1.999838, -2.634505], [2.618981, 1.642176, -2.312603], [2.304331, 0.367875, -2.853754], [4.655175, 1.146031, -2.300160], [4.420652, 2.907597, -2.149110], [4.160148, 2.095772, -3.717309], [1.926682, 2.378720, -2.739435], [2.462661, 1.634074, -1.228975], [2.043850, -0.186789, -2.101032], [-2.094921, 3.422102, -1.375226], [-0.869040, 2.655544, -0.863927], [-1.252669, 1.751816, 0.145165], [-2.616447, 3.834250, -0.508614], [-2.776272, 2.790804, -1.941145], [-1.761002, 4.260879, -1.991877], [-0.082819, 3.345899, -0.531847], [-0.471611, 2.066916, -1.701877], [-0.818998, 0.898036, -0.033549]], "atomic_forces_ev_per_a": [[0.2, 0.1, -0.4], [0.8, 0.2, 0.4], [-0.2, -0.9, -0.5], [-0.2, 0.2, 0.4], [-0.2, 0.2, -0.2], [-0.1, -0.1, 0.0], [-0.1, 0.0, 0.0], [-0.2, 0.0, 0.0], [0.2, 0.5, -0.1], [-0.1, 0.0, 0.2], [0.7, 0.0, -0.6], [-1.4, 0.0, 0.7], [0.8, 0.1, -0.3], [0.0, -0.1, 0.1], [-0.2, 0.0, 0.1], [-0.1, 0.0, 0.0], [0.0, 0.3, 0.1], [0.2, -0.1, -0.2], [-0.1, -0.2, 0.2], [-0.1, 0.6, 0.4], [1.1, -0.2, -0.2], [-0.7, 0.2, -0.4], [0.0, -0.1, -0.1], [-0.1, -0.3, -0.1], [0.0, 0.0, -0.1], [-0.2, -0.1, -0.1], [-0.4, 0.1, 0.1], [0.3, -0.2, 0.6], [-0.3, -0.5, -0.1], [-0.1, 0.2, 0.1], [0.1, 0.1, 0.2], [0.3, 0.2, -0.1], [-0.1, 0.1, 0.0], [0.2, 0.0, 0.0], [0.1, 0.0, 0.1], [0.0, 0.0, 0.0], [-0.2, -0.1, -0.1], [0.6, 0.3, 0.6], [-0.4, -0.6, -0.9], [-0.1, 0.0, 0.2], [-0.1, 0.0, -0.1], [0.0, -0.1, 0.0], [-0.1, 0.0, -0.1], [-0.1, 0.0, 0.1], [0.2, 0.3, 0.0], [0.1, 0.1, 0.2]], "mulliken_charge": [-0.70, -0.39, -0.33, -0.39, 0.41, 0.21, -0.27, 0.27, 0.26, 0.26, -0.86, -0.22, -0.42, 0.19, 0.37, 0.22, 0.27, 0.24, 0.06, -0.82, -0.19, -0.42, 0.24, 0.16, 0.39, 0.31, 0.12, 0.08, -1.19, 0.51, -0.52, 0.29, 0.34, 0.27, 0.19, -0.19, 0.23, -1.32, 0.10, -0.36, 0.32, 0.29, 0.37, 0.21, 0.20, 0.20]}

***

Entry 4:
{"formula": "C10H30Cu4O18S2", "method": "ωB97M-V/def2-TZVPD", "e_lumo_ev": [-11.6, -15.6], "spin_multiplicity": 5, "charge": 4, "homo_energy_ev": [-20.392, -19.543], "orbital_gap_ha": [0.3216, 0.1445], "elements": ["Cu", "Cu", "Cu", "Cu", "S", "O", "O", "O", "O", "S", "O", "O", "O", "O", "C", "C", "O", "O", "H", "H", "H", "H", "H", "H", "C", "C", "O", "O", "H", "H", "H", "H", "H", "H", "C", "C", "O", "O", "H", "H", "H", "H", "H", "H", "C", "C", "O", "O", "H", "H", "H", "H", "H", "H", "C", "C", "O", "O", "H", "H", "H", "H", "H", "H"], "coordinates": [[4.391630, -9.837480, 2.873000], [6.051730, -12.764610, -0.881620], [0.076220, -11.884680, -1.092450], [4.818440, -8.297390, -1.607220], [3.372760, -10.853920, -0.282430], [1.992840, -11.029510, -0.715490], [3.432450, -10.170690, 1.014760], [4.162240, -12.124340, -0.162640], [4.141560, -10.181770, -1.330320], [6.878830, -9.698930, 0.573040], [8.221150, -9.337700, 1.134840], [6.523640, -8.890510, -0.653510], [6.785590, -11.077500, 0.127700], [5.955990, -9.462280, 1.667580], [-1.193050, -9.363620, -1.240720], [-0.679680, -9.666330, 0.149400], [-0.700160, -11.011820, 0.608960], [-0.344030, -9.875070, -2.246130], [-1.306040, -8.293610, -1.415070], [-2.144860, -9.892150, -1.293620], [-1.377570, -9.060060, 0.726880], [0.333690, -9.316940, 0.347200], [-0.972010, -10.958180, 1.528100], [-0.558700, -9.392530, -3.047800], [3.376000, -8.893040, -4.243600], [2.523750, -7.673630, -3.717230], [2.683900, -7.459900, -2.276170], [4.638290, -8.730770, -3.856660], [3.512270, -9.026180, -5.316820], [3.029640, -9.909690, -4.057740], [1.488150, -7.598800, -4.048960], [2.956230, -6.791010, -4.188430], [1.877810, -7.041040, -1.965730], [5.117100, -8.605150, -4.679190], [0.146840, -14.359720, 1.118860], [1.688440, -14.466920, 0.814210], [1.997610, -14.090270, -0.507570], [-0.668470, -13.639800, 0.216570], [0.066710, -13.764170, 2.028250], [-0.269340, -15.349980, 1.304020], [2.131820, -15.372110, 1.229130], [2.015730, -13.580780, 1.358020], [2.775600, -13.543280, -0.638450], [-1.582370, -13.792020, 0.468010], [6.706590, -11.315910, -3.207900], [7.794520, -12.317210, -3.338850], [7.958330, -12.927180, -2.093000], [5.595400, -12.084960, -2.906000], [6.574020, -10.786690, -4.151540], [6.933440, -10.587050, -2.429820], [8.727190, -11.984520, -3.794420], [7.551900, -13.077470, -4.081310], [8.527270, -13.697290, -2.162460], [5.072490, -12.050990, -3.710370], [4.305630, -6.968190, 3.113120], [4.756870, -7.334090, 4.476340], [5.292930, -8.606180, 4.564170], [3.163530, -7.786400, 2.749210], [5.166450, -7.154280, 2.470900], [4.108350, -5.903770, 2.985830], [3.904870, -7.178250, 5.138090], [5.518930, -6.614900, 4.776570], [6.221630, -8.368860, 4.617080], [2.395940, -7.387750, 3.165740]], "atomic_forces_ev_per_a": [[0.9, 1.4, -1.5], [0.0, 2.5, -0.4], [0.2, -1.0, 1.8], [0.5, -1.7, 0.6], [2.0, -0.6, 0.5], [-0.6, -0.6, 0.0], [-0.6, 0.1, 0.6], [-0.3, -2.0, 0.1], [0.0, 2.5, -1.0], [5.3, 0.6, 0.4], [-3.5, -0.7, -2.2], [-1.3, 1.7, -0.7], [-0.2, -2.6, -0.6], [-2.7, 0.7, 2.7], [-0.5, -0.9, 0.7], [0.3, 2.7, 0.5], [-0.4, 0.2, -1.7], [1.0, -1.1, 0.3], [-0.2, 0.0, 0.5], [-0.5, 0.4, -0.3], [0.1, -0.1, 0.5], [0.0, 0.4, -0.3], [-0.1, -0.9, 0.3], [0.1, -0.5, -0.7], [-4.0, -0.5, -1.4], [0.9, 0.2, -1.2], [0.7, -1.3, -0.8], [4.3, 0.5, 2.2], [-1.6, 1.1, -0.6], [-0.5, 0.1, 1.2], [-0.1, -0.7, 0.4], [0.3, 0.0, -0.1], [0.2, 0.2, 0.4], [1.0, 0.5, 0.5], [1.0, -0.6, 1.2], [-0.8, 3.0, 0.4], [-1.3, -0.9, -1.7], [0.9, 0.5, -2.5], [0.2, -0.6, 0.5], [-0.3, 0.0, -0.2], [-0.1, -0.1, -0.5], [0.7, -0.4, 0.8], [0.3, -0.1, 0.9], [-0.5, 0.2, -0.1], [2.2, 0.9, -0.8], [1.1, -0.3, -2.4], [-0.9, -0.2, 2.2], [-1.9, -0.3, 0.7], [0.0, 0.0, 0.0], [-0.2, 0.0, 0.1], [0.3, 0.7, 0.8], [-0.8, -0.2, 0.0], [0.2, -0.4, 0.2], [-0.7, -0.7, 0.3], [0.5, 0.3, -0.6], [-1.3, 3.1, 0.8], [-0.2, -1.8, -0.8], [1.0, -0.4, -0.4], [-0.4, -0.4, -0.7], [-0.3, 0.0, 0.3], [0.1, -0.5, 0.5], [0.0, 0.2, 0.1], [0.8, -1.3, 0.0], [-0.3, -0.1, 0.2]], "mulliken_spin": [0.63, 0.81, 0.77, 0.71, 0.00, 0.01, 0.04, 0.07, 0.08, -0.04, 0.20, 0.16, 0.04, 0.18, 0.00, 0.00, 0.05, 0.01, 0.00, 0.00, 0.00, 0.00, 0.01, 0.00, 0.00, 0.00, 0.01, 0.00, 0.00, 0.00, 0.00, 0.00, 0.00, 0.00, 0.00, 0.00, 0.01, 0.11, 0.01, 0.02, 0.00, 0.00, 0.00, 0.00, 0.00, 0.00, 0.05, 0.01, 0.00, 0.00, 0.01, 0.00, 0.00, 0.00, 0.00, 0.00, 0.04, 0.00, 0.00, 0.00, 0.00, 0.00, 0.00, 0.00]}

***

| no. | E_tot (Ha) |
| --- | --- |
| 1 | -774.45173 |
| 2 | -3725.43776 |
| 3 | -3349.29194 |
| 4 | -9109.85271 |